(1)
{"formula": "C4H5N2O3P", "method": "wB97M-V/def2-TZVPD", "species": ["C", "C", "C", "C", "N", "N", "O", "O", "O", "P", "H", "H", "H", "H", "H"], "positions_angstrom": [[-0.071, 1.042, 0.451], [-1.486, 1.409, 0.464], [-1.821, -0.967, -0.223], [-0.872, -1.478, 0.732], [-2.357, 0.386, 0.149], [3.559, 0.155, -0.354], [-1.760, 2.641, 0.483], [-2.130, -1.576, -1.210], [2.094, 0.077, -0.491], [1.357, 1.529, -0.336], [-0.164, -2.261, 0.398], [-0.790, -1.207, 1.703], [-3.181, 0.735, -0.267], [3.761, 0.299, -1.368], [3.863, -0.783, -0.132]], "forces_ev_per_angstrom": [[1.303, -0.644, -0.807], [0.511, 2.806, -1.247], [-0.065, 1.362, 1.047], [1.498, -0.409, -2.900], [1.375, -1.099, 0.276], [-0.581, 1.194, -1.904], [-0.060, -3.222, 0.412], [-0.652, 0.416, -0.383], [0.439, -0.635, 0.667], [-1.878, -0.678, 1.345], [-0.742, 0.578, 0.032], [-0.235, 0.972, 2.877], [-1.127, -0.028, -0.577], [0.606, -0.276, 1.120], [-0.390, -0.336, 0.042]], "mulliken_charge": [-0.2465, 0.7607, 0.6002, -0.9001, -0.1549, -0.4679, -0.5932, -0.5073, -0.2120, 0.1154, 0.2809, 0.4922, 0.2837, 0.2788, 0.2700], "e_above_lowest_kj_mol": 559.6, "e_homo_ev": [-9.19, -9.49], "lumo_energy_ev": [-1.4, -1.3], "charge": 0, "orbital_gap_ha": [0.2863, 0.3016], "energy_ev": -22634.7063}

=====

(2)
{"formula": "C36H77F9O16", "method": "wB97M-V/def2-TZVPD", "species": ["C", "C", "O", "O", "C", "C", "C", "C", "C", "C", "C", "F", "F", "C", "F", "F", "C", "F", "F", "C", "F", "F", "F", "C", "O", "O", "C", "O", "H", "H", "H", "H", "H", "H", "H", "H", "H", "H", "H", "C", "C", "O", "H", "H", "H", "H", "H", "H", "C", "C", "O", "H", "H", "H", "H", "H", "H", "C", "C", "O", "H", "H", "H", "H", "H", "H", "C", "C", "O", "H", "H", "H", "H", "H", "H", "C", "C", "O", "H", "H", "H", "H", "H", "H", "C", "C", "O", "H", "H", "H", "H", "H", "H", "C", "C", "O", "H", "H", "H", "H", "H", "H", "C", "C", "O", "H", "H", "H", "H", "H", "H", "C", "C", "O", "H", "H", "H", "H", "H", "H", "C", "C", "O", "H", "H", "H", "H", "H", "H", "C", "C", "O", "H", "H", "H", "H", "H", "H"], "positions_angstrom": [[0.582, 0.793, -1.820], [1.045, -0.361, -2.658], [1.951, -0.310, -3.454], [0.364, -1.501, -2.413], [0.922, -2.715, -2.956], [2.236, -3.106, -2.293], [2.075, -3.607, -0.855], [1.810, -2.445, 0.132], [2.227, -2.758, 1.525], [2.988, -2.108, 2.411], [3.672, -0.783, 2.265], [3.025, 0.004, 1.387], [3.660, -0.139, 3.456], [5.184, -0.840, 1.870], [5.666, 0.394, 2.018], [5.811, -1.635, 2.757], [5.562, -1.318, 0.428], [6.696, -0.700, 0.079], [4.609, -0.963, -0.442], [5.830, -2.859, 0.269], [5.530, -3.220, -0.972], [5.087, -3.592, 1.100], [7.106, -3.128, 0.496], [3.087, -2.924, 3.663], [3.622, -2.697, 4.693], [2.378, -4.097, 3.443], [1.770, -4.020, 2.212], [1.002, -4.834, 1.823], [-0.411, 0.608, -1.412], [1.310, 0.928, -1.013], [0.578, 1.689, -2.443], [1.032, -2.631, -4.039], [0.165, -3.477, -2.749], [2.936, -2.266, -2.330], [2.680, -3.902, -2.903], [1.256, -4.328, -0.797], [2.990, -4.136, -0.563], [0.734, -2.226, 0.156], [2.304, -1.538, -0.213], [10.056, -1.164, -1.540], [9.146, -0.952, -2.734], [8.170, -1.988, -2.842], [10.564, -2.125, -1.616], [10.806, -0.375, -1.469], [9.475, -1.167, -0.614], [9.713, -0.974, -3.665], [8.646, 0.020, -2.668], [7.650, -1.974, -2.033], [4.447, 4.233, 4.553], [3.891, 4.098, 3.149], [4.376, 2.930, 2.492], [5.537, 4.250, 4.530], [4.097, 5.151, 5.027], [4.137, 3.388, 5.173], [4.205, 4.936, 2.527], [2.796, 4.092, 3.172], [4.112, 2.170, 3.021], [-4.560, -1.092, -3.371], [-3.254, -0.374, -3.646], [-2.450, -0.238, -2.475], [-5.131, -0.562, -2.609], [-5.167, -1.152, -4.274], [-4.373, -2.107, -3.009], [-3.442, 0.641, -3.993], [-2.688, -0.896, -4.426], [-2.239, -1.123, -2.160], [-8.080, 0.902, -2.134], [-8.466, 1.121, -3.585], [-7.729, 0.268, -4.465], [-7.011, 1.067, -1.991], [-8.627, 1.582, -1.478], [-8.308, -0.121, -1.823], [-8.225, 2.138, -3.892], [-9.539, 0.968, -3.718], [-7.940, -0.642, -4.235], [7.589, -1.484, 5.762], [7.850, -0.071, 6.248], [8.220, 0.807, 5.189], [8.471, -1.882, 5.259], [7.329, -2.143, 6.592], [6.760, -1.493, 5.053], [8.685, -0.053, 6.948], [6.970, 0.321, 6.769], [7.495, 0.836, 4.556], [-12.243, 1.790, -1.069], [-12.603, 1.978, -2.529], [-11.890, 1.087, -3.386], [-11.172, 1.931, -0.918], [-12.777, 2.495, -0.431], [-12.497, 0.783, -0.731], [-12.337, 2.979, -2.866], [-13.681, 1.852, -2.675], [-12.117, 0.188, -3.128], [-14.433, 3.609, 3.223], [-13.849, 2.214, 3.102], [-12.696, 2.193, 2.255], [-14.694, 4.001, 2.239], [-15.327, 3.605, 3.847], [-13.709, 4.291, 3.674], [-14.567, 1.536, 2.641], [-13.587, 1.821, 4.087], [-12.035, 2.775, 2.646], [-12.123, -1.790, 5.838], [-12.759, -0.629, 5.098], [-13.106, 0.443, 5.973], [-12.796, -2.163, 6.611], [-11.891, -2.607, 5.153], [-11.194, -1.480, 6.321], [-13.689, -0.943, 4.625], [-12.090, -0.266, 4.310], [-12.298, 0.748, 6.397], [9.049, 5.248, 4.854], [8.277, 6.280, 4.054], [7.634, 7.240, 4.887], [8.387, 4.736, 5.553], [9.504, 4.503, 4.199], [9.845, 5.723, 5.431], [7.477, 5.801, 3.488], [8.935, 6.784, 3.338], [8.313, 7.695, 5.396], [8.994, -3.826, -5.604], [7.805, -4.139, -6.489], [6.670, -4.540, -5.727], [9.256, -4.694, -4.998], [9.864, -3.538, -6.197], [8.743, -3.011, -4.924], [8.019, -4.970, -7.161], [7.552, -3.269, -7.106], [6.463, -3.821, -5.119], [-0.469, 0.150, -6.420], [0.600, 1.175, -6.753], [1.265, 1.648, -5.592], [-1.198, 0.578, -5.730], [-0.990, -0.183, -7.319], [-0.024, -0.726, -5.939], [0.152, 2.052, -7.221], [1.323, 0.754, -7.461], [1.681, 0.892, -5.158]], "forces_ev_per_angstrom": [[-0.119, -0.099, -0.093], [-0.135, -0.008, -0.103], [0.073, -0.073, -0.106], [0.146, -0.007, 0.312], [0.022, -0.128, -0.131], [-0.024, -0.163, -0.016], [0.100, 0.152, -0.001], [-0.276, -0.052, -0.037], [0.098, 0.155, 0.188], [-0.121, -0.168, -0.123], [0.177, -0.216, 0.046], [-0.096, 0.131, -0.142], [-0.063, 0.066, 0.168], [-0.137, -0.068, -0.075], [0.077, 0.317, -0.082], [0.143, -0.224, 0.109], [-0.028, -0.274, 0.228], [0.218, 0.118, -0.140], [-0.185, 0.025, -0.086], [-0.050, 0.113, 0.162], [0.037, -0.027, -0.276], [-0.100, -0.017, 0.032], [0.114, 0.001, 0.082], [-0.077, -0.078, -0.181], [0.142, 0.024, 0.026], [-0.093, 0.182, -0.005], [0.111, 0.069, 0.031], [-0.046, -0.092, -0.097], [0.118, 0.072, -0.037], [-0.074, 0.036, -0.060], [0.027, -0.070, 0.103], [0.045, 0.166, 0.119], [0.030, 0.123, -0.043], [-0.043, -0.087, -0.047], [-0.084, 0.060, 0.078], [0.141, -0.012, 0.042], [-0.124, 0.068, -0.023], [0.133, -0.006, -0.046], [-0.028, -0.089, 0.076], [-0.008, -0.091, -0.008], [-0.066, 0.001, 0.125], [-0.027, 0.058, 0.015], [0.018, 0.014, -0.021], [-0.016, 0.017, -0.002], [0.021, 0.056, 0.014], [-0.016, -0.016, -0.016], [0.048, 0.031, -0.041], [0.003, -0.041, -0.039], [0.066, -0.029, -0.025], [0.020, -0.037, 0.040], [-0.054, 0.000, 0.052], [-0.002, 0.029, 0.005], [-0.003, 0.000, 0.003], [-0.030, 0.019, 0.013], [-0.008, 0.010, 0.000], [-0.002, 0.030, -0.025], [0.028, 0.007, -0.033], [0.015, -0.013, 0.090], [0.013, -0.061, 0.029], [-0.119, -0.007, -0.005], [-0.015, 0.011, -0.023], [-0.002, 0.016, -0.006], [0.006, -0.009, -0.039], [0.013, 0.007, -0.010], [-0.022, 0.033, -0.027], [0.084, 0.037, -0.022], [0.071, -0.008, -0.025], [0.024, -0.138, 0.032], [0.034, 0.017, 0.039], [-0.009, 0.023, 0.006], [-0.018, -0.004, -0.004], [-0.031, 0.012, 0.015], [-0.008, -0.001, -0.034], [0.019, 0.094, -0.016], [-0.009, 0.024, -0.031], [0.036, 0.051, -0.065], [-0.039, 0.014, -0.044], [-0.017, -0.027, -0.008], [0.003, -0.002, 0.021], [-0.008, 0.009, 0.010], [-0.037, -0.043, 0.044], [0.004, 0.017, 0.004], [0.011, -0.016, 0.040], [0.027, 0.017, 0.009], [0.070, -0.031, -0.076], [-0.005, -0.056, 0.028], [-0.072, -0.039, 0.059], [-0.007, 0.019, 0.006], [-0.010, -0.013, 0.018], [-0.032, 0.015, 0.023], [-0.008, 0.005, -0.013], [-0.008, 0.051, -0.012], [0.006, 0.023, -0.026], [0.007, -0.002, -0.077], [0.150, 0.134, 0.026], [-0.038, -0.017, -0.006], [-0.021, -0.010, 0.006], [0.007, -0.006, 0.015], [-0.017, -0.006, 0.037], [0.020, -0.024, -0.012], [-0.129, -0.020, 0.013], [-0.008, -0.019, -0.025], [-0.039, 0.028, 0.062], [0.124, 0.003, 0.034], [0.039, -0.057, 0.004], [-0.004, -0.010, -0.015], [0.006, 0.004, -0.010], [0.017, -0.012, -0.025], [-0.027, 0.048, 0.004], [-0.041, -0.026, -0.050], [-0.048, -0.003, 0.030], [-0.042, 0.031, 0.049], [0.033, 0.001, 0.056], [0.004, -0.015, -0.008], [0.002, -0.022, -0.019], [-0.001, 0.001, -0.006], [0.023, -0.007, -0.023], [-0.010, 0.021, -0.020], [-0.004, -0.031, -0.032], [-0.034, -0.010, -0.001], [-0.026, -0.026, 0.016], [-0.022, 0.031, 0.045], [-0.021, 0.042, -0.019], [0.013, -0.008, -0.023], [-0.016, 0.010, -0.017], [0.072, 0.005, 0.001], [-0.014, -0.012, 0.004], [0.023, -0.018, -0.039], [0.026, -0.040, 0.018], [-0.022, 0.037, 0.050], [0.028, -0.027, 0.067], [-0.010, -0.058, -0.065], [0.010, -0.001, -0.021], [0.004, -0.007, -0.006], [0.007, -0.013, -0.018], [0.003, -0.002, -0.020], [-0.022, 0.010, -0.033], [0.021, 0.097, 0.153]], "mulliken_charge": [-1.1071, 1.0700, -0.7271, -0.2600, -0.9250, -0.6860, -0.8658, 0.3777, -0.0291, -0.8632, 1.6716, -0.2049, -0.3877, 0.7190, -0.3326, -0.3507, 0.6211, -0.2727, -0.2481, 0.5824, -0.1811, -0.2261, -0.2678, 0.4689, -0.4927, -0.3289, -0.1700, -0.5030, 0.3001, 0.1680, 0.3438, 0.3298, 0.5232, 0.2541, 0.4740, 0.4529, 0.4938, 0.5470, 0.0129, -1.0105, -0.1704, -0.4462, 0.2857, 0.3593, 0.1922, 0.3247, 0.2829, 0.1489, -1.0497, -0.2565, -0.3983, 0.1969, 0.3743, 0.3752, 0.2986, 0.2774, 0.1581, -1.0671, -0.1848, -0.4016, 0.2137, 0.3632, 0.3783, 0.3514, 0.1356, 0.2134, -0.9972, -0.1347, -0.5090, 0.2441, 0.3244, 0.2886, 0.2714, 0.2124, 0.2976, -0.5532, -0.3069, -0.4887, 0.2594, 0.3480, -0.0864, 0.3042, 0.2545, 0.2782, -0.5864, -0.4137, -0.4971, 0.0293, 0.2521, 0.3259, 0.2863, 0.3154, 0.2814, -1.1666, 0.0650, -0.4846, 0.2848, 0.3513, 0.3310, 0.2858, 0.0989, 0.2646, -1.1620, -0.1349, -0.5303, 0.2871, 0.3457, 0.3409, 0.2872, 0.2532, 0.2913, -0.9746, -0.2251, -0.5171, 0.2566, 0.2917, 0.3703, 0.2039, 0.3040, 0.2987, -0.5516, -0.3065, -0.5014, 0.2701, 0.3547, -0.0990, 0.2992, 0.2456, 0.2839, -0.6303, -0.3248, -0.4822, 0.1103, 0.4293, 0.0822, 0.3062, 0.2717, 0.3008], "smiles": "CC(=O)OCCCCC1=C(C(F)(F)C(F)(F)C(F)(F)C(F)(F)F)C(=O)OC1=O.CCO.CCO.CCO.CCO.CCO.CCO.CCO.CCO.CCO.CCO.CCO", "e_homo_ev": -9.91, "lumo_energy_ev": -1.5, "charge": 0, "orbital_gap_ha": 0.3078, "energy_ev": -95796.3768}

=====

(3)
{"formula": "C2H4FP", "method": "wB97M-V/def2-TZVPD", "species": ["C", "C", "F", "P", "H", "H", "H", "H"], "positions_angstrom": [[0.128, -0.118, 0.003], [-0.246, -0.480, 1.238], [0.732, -0.641, 2.148], [-0.653, 0.170, -1.746], [1.245, 0.082, 0.070], [-0.769, 1.434, -1.267], [-1.069, -1.038, 1.590], [0.632, 0.591, -2.037]], "forces_ev_per_angstrom": [[1.057, -0.140, 0.681], [0.853, -0.916, -2.190], [0.513, 0.440, 0.711], [0.764, -1.028, 2.219], [-1.401, -0.004, -0.508], [-0.932, 1.602, -0.024], [-1.467, 0.172, 0.112], [0.612, -0.127, -1.002]], "mulliken_charge": [-0.3382, -0.0281, -0.2397, -0.0413, 0.2342, 0.0527, 0.3146, 0.0458], "e_above_lowest_kj_mol": 157.8, "smiles": "F/C=C/P", "e_homo_ev": -9.49, "lumo_energy_ev": 1.0, "charge": 0, "orbital_gap_ha": 0.3859, "energy_ev": -14142.7321}